The following is a quantum chemistry calculation of C19H17N5OS2Tl as an isolated structure, from OMol25.

CARTESIAN COORDINATES (ANGSTROEM)
Tl1 -0.143 0.668 -0.872
S1 -1.049 1.376 1.620
C1 -2.276 0.335 1.061
N1 -2.262 -0.131 -0.168
C2 -3.291 -0.990 -0.426
C3 -3.511 -1.633 -1.639
C4 -4.583 -2.493 -1.738
C5 -5.429 -2.704 -0.649
C6 -5.228 -2.056 0.558
C7 -4.146 -1.201 0.667
S2 -3.597 -0.248 2.035
H1 -2.852 -1.439 -2.472
H2 -4.772 -2.997 -2.673
H3 -6.261 -3.381 -0.761
H4 -5.892 -2.197 1.395
O1 -1.057 2.756 -1.880
N2 -0.750 3.775 -1.187
C8 -1.387 4.891 -1.129
C9 -2.605 5.150 -1.820
N3 -3.612 5.277 -2.348
C10 -0.854 5.888 -0.271
N4 -0.409 6.679 0.426
C11 3.886 2.124 -0.142
N5 3.323 0.904 0.460
C12 3.918 0.629 1.779
C13 3.447 -0.269 -0.459
C14 2.575 -1.404 0.004
C15 3.133 -2.554 0.561
C16 2.323 -3.572 1.027
C17 0.946 -3.460 0.947
C18 0.379 -2.324 0.375
C19 1.198 -1.324 -0.090
H5 3.798 2.963 0.547
H6 3.359 2.372 -1.062
H7 4.938 1.966 -0.372
H8 2.317 1.061 0.621
H9 4.979 0.410 1.670
H10 3.423 -0.225 2.238
H11 3.803 1.495 2.429
H12 4.495 -0.574 -0.486
H13 3.142 0.053 -1.458
H14 4.208 -2.645 0.617
H15 2.765 -4.459 1.454
H16 0.302 -4.249 1.308
H17 -0.695 -2.244 0.301

HOMO level ... -11.0420 eV
Gap between HOMO and LUMO ... 5.326 eV
Charge ... +1
Strongest force on any atom ... 2.376 eV/Å
Relative energy (zero: lowest compared OMol25 entry of this formula, charge and spin) ... 55.1 kJ/mol